Record 1
This record from the Open Molecules 2025 dataset describes a molecular structure, C17H30BBrI2N2O8PS2. The level of theory is ωB97M-V/def2-TZVPD.

Geometry as XYZ:
```
64
Properties=species:S:1:pos:R:3:forces:R:3:lowdin_charge:R:1
C -1.2851 -0.3049 -3.2351 -0.2 0.3 0.1 0.0014
C -1.5452 -0.5194 -1.9152 0.1 0.2 -0.3 -0.2123
C -0.5487 -0.7557 -0.7116 -1.8 1.7 -2.5 -0.3695
C -1.4351 -1.8207 -0.0013 0.7 -0.6 0.7 -0.1755
C -0.9742 -2.9269 0.9534 -1.3 -0.1 0.2 -0.2384
C -2.2400 -3.7255 1.3886 0.4 -0.2 0.1 -0.1934
C -2.2826 -5.1703 0.8604 -0.7 0.1 0.6 -0.2453
C -2.9131 -6.1184 1.8871 0.4 -0.2 -0.3 -0.1063
C 0.8232 -1.1729 -1.2816 1.5 0.4 0.6 -0.9719
I 2.1387 -2.2989 0.1448 -1.3 -1.6 1.0 0.9603
I 0.7102 -2.7514 -2.7416 -0.4 0.3 -0.3 1.0780
C 1.6555 0.2291 -1.6230 -0.1 -1.5 1.8 -0.7113
Br 3.4948 -0.1036 -1.0765 1.0 1.8 -0.9 0.8281
S 2.0935 0.6337 -3.4460 0.2 -1.3 -2.1 0.5027
C 3.3982 1.8332 -3.5698 -0.2 0.4 0.0 -0.1592
O 2.6880 -0.5933 -3.9008 0.2 -0.1 0.6 -0.4096
O 0.9948 1.0564 -4.2620 -0.3 0.9 0.7 -0.3385
C 0.9778 1.2640 -0.6108 0.6 2.4 -1.5 -0.5519
S 0.7791 2.7537 -1.7245 -0.4 -0.3 -0.5 0.9886
C 1.8594 1.8775 0.5103 -0.2 -0.5 0.5 -0.1616
C 2.8673 2.9491 0.1009 -0.3 0.3 0.4 -0.5337
O 3.9307 2.7804 -0.3786 0.6 -0.2 -0.3 0.1428
O 2.4810 4.2271 0.4943 -0.3 -0.3 0.4 0.0367
C 3.1391 4.6876 1.6571 0.9 0.6 0.1 -0.4572
C 2.8192 3.9575 2.9259 -0.4 -0.3 -0.2 0.0352
O 3.8926 5.6007 1.5866 -0.4 -0.1 -0.2 0.1957
N -0.3790 0.7356 -0.0718 0.4 -1.6 0.9 -0.0211
B -0.3730 0.4092 1.4834 0.1 0.4 0.6 -0.6043
C -1.5059 0.7166 2.5162 -0.4 -0.4 -0.3 0.0347
O 0.7389 -0.2108 1.8900 -0.1 -0.2 -0.4 0.0968
P -1.7977 1.8836 -0.3231 -0.2 2.5 0.4 0.5041
N -1.5775 3.1552 0.5078 0.7 -0.6 0.0 -0.0902
O -2.0437 2.2910 -1.8311 -0.2 -0.7 0.0 -0.1563
O -3.1526 1.1604 0.0718 0.5 -0.6 0.0 -0.0780
H -1.5085 -1.0741 -3.9750 -1.9 0.6 -0.2 0.0693
H -0.9272 0.6242 -3.6501 2.0 -0.6 0.2 0.0575
H -2.5955 -0.5701 -1.6427 0.0 -2.1 -0.1 0.1067
H -2.3415 -1.3773 0.4157 0.1 0.4 0.1 0.0963
H -1.8298 -2.3965 -0.8355 0.0 0.1 -0.2 0.1180
H -0.3734 -3.6346 0.3999 0.5 0.2 0.1 0.0380
H -0.4853 -2.5984 1.8637 0.4 0.1 -0.2 0.0802
H -2.2318 -3.7913 2.4758 0.0 0.1 0.1 0.1038
H -3.1586 -3.1980 1.1263 -0.1 0.0 0.0 0.1103
H -1.2752 -5.5146 0.6397 0.1 0.0 -0.2 0.1042
H -2.9142 -5.2236 -0.0249 0.4 0.0 -0.4 0.1083
H -3.9959 -6.0352 1.8998 -0.1 0.1 0.2 0.0758
H -2.5088 -5.9439 2.8823 -0.1 0.1 0.1 0.0704
H -2.6504 -7.1438 1.6335 -0.2 -0.1 0.0 0.0732
H 3.1588 2.7887 -3.1226 0.1 0.0 0.2 0.0465
H 4.3338 1.4058 -3.2449 0.0 0.0 0.2 0.0509
H 3.4219 1.9547 -4.6525 -0.1 0.0 -0.1 0.0882
H 0.3546 3.6611 -0.8359 0.1 -0.1 0.2 -0.0620
H 2.3875 1.1260 1.0893 0.1 -0.1 -0.1 0.0997
H 1.2073 2.3952 1.2128 -0.3 -0.1 0.0 0.1039
H 3.1887 2.9315 2.8903 0.1 -0.1 -0.1 0.0967
H 3.2823 4.4558 3.7665 0.0 0.1 0.0 0.1005
H 1.7399 3.9003 3.0624 -0.1 0.1 0.1 0.0920
H -1.8902 1.7317 2.5104 0.0 0.1 -0.1 0.0687
H -2.3726 0.0807 2.3160 -0.1 0.0 0.1 0.0798
H -1.1895 0.4689 3.5274 0.2 0.0 0.0 0.0884
H 0.6051 -0.7326 2.6884 0.2 0.2 0.3 0.1312
H -0.7392 3.2271 1.0625 -0.2 0.3 0.3 -0.0007
H -2.9722 2.5489 -1.9441 -0.1 -0.1 -0.2 0.1219
H -3.1488 0.2045 0.1912 -0.2 -0.1 -0.1 0.0628
```
Forces are in eV/Å.

The spin multiplicity is 1. The calculated total energy is -5708.7333 Ha. Its net charge is +1. The calculation puts the highest occupied orbital energy at -11.0 eV.

Record 2
This record from the Open Molecules 2025 dataset describes a molecular structure, C14H20Cl2IrN8O3. The level of theory is ωB97M-V/def2-TZVPD.

Geometry as XYZ:
```
48
Properties=species:S:1:pos:R:3:forces:R:3:lowdin_spin:R:1
Ir 0.0975 0.3970 -0.0291 0.3 0.0 0.2 2.4729
Cl 1.2480 -4.4504 -0.5031 0.0 0.0 0.0 0.0450
C 2.4473 -3.2645 -0.2720 0.0 0.0 0.0 0.1307
C 3.7799 -3.6108 -0.2173 0.0 0.0 0.0 0.0070
C 4.7578 -2.6373 -0.0198 0.1 0.0 0.0 0.2146
Cl 6.3742 -3.1064 0.0431 -0.1 0.0 0.0 0.1261
C 4.4093 -1.2466 0.1341 0.0 0.1 0.0 0.0261
C 5.3416 -0.2206 0.3548 -0.1 0.0 0.0 0.0137
C 4.8760 1.0651 0.4987 0.0 0.0 0.0 0.0198
C 3.5039 1.3104 0.4159 0.0 0.1 0.1 0.0072
N 2.6004 0.3669 0.1993 -0.1 -0.2 0.1 0.1171
C 3.0557 -0.8960 0.0678 0.0 0.0 -0.1 0.0497
C 2.0383 -1.9035 -0.1381 0.0 0.1 0.1 0.1583
O 0.8178 -1.5620 -0.1733 0.1 -0.1 -0.2 0.2736
H 4.0776 -4.6453 -0.3248 0.0 0.0 0.0 -0.0021
H 6.3987 -0.4390 0.4165 0.0 0.0 0.0 0.0009
H 5.5518 1.8890 0.6794 0.0 0.0 0.0 0.0010
H 3.1571 2.3269 0.5505 0.0 0.0 0.0 0.0004
N 0.7189 2.6707 -0.7054 0.0 0.0 -0.1 0.1074
N -0.4548 3.4289 -0.7947 -0.1 -0.2 0.0 0.0079
C -1.5667 2.9734 -0.1709 0.0 0.1 -0.2 0.0176
N -2.6065 3.7778 -0.0936 0.1 0.0 0.0 0.0071
N -1.4884 1.7077 0.3098 -0.2 0.3 0.1 0.0784
N -2.4714 1.1556 1.1338 0.2 -0.2 0.0 0.0137
O -3.4702 1.7777 1.2931 -0.1 0.1 0.0 0.0073
O -3.7123 -0.8257 -1.1161 0.0 0.0 0.0 0.0010
H 1.3466 3.0922 -0.0261 0.0 0.0 0.0 0.0014
H 1.1765 2.6398 -1.6127 0.0 0.0 0.0 0.0028
H -0.3922 4.3850 -1.1184 0.0 0.0 0.0 0.0020
H -2.5490 4.7265 -0.4354 0.0 0.0 0.0 0.0007
H -3.4538 3.4730 0.3624 0.0 0.0 0.0 0.0003
N -4.3405 -3.3004 0.0313 0.0 0.0 0.0 -0.0001
C -3.4752 -3.2078 -1.1878 0.0 0.0 0.0 0.0027
C -2.7474 -1.8565 -1.1388 0.0 0.0 -0.1 0.0052
N -1.9485 -1.6885 0.0680 -0.1 -0.2 0.0 0.0734
C -2.7501 -1.9062 1.2828 0.0 0.0 0.1 0.0040
C -3.5061 -3.2262 1.2833 0.0 0.0 0.0 0.0029
H -4.8955 -4.1586 0.0163 0.0 0.0 0.0 0.0000
H -4.9997 -2.5143 0.0131 0.0 0.0 0.0 0.0000
H -4.1092 -3.2877 -2.0693 0.0 0.0 0.0 0.0004
H -2.7819 -4.0480 -1.1659 0.0 0.0 0.0 0.0000
H -3.9943 -0.5979 -2.0098 0.0 0.0 0.0 -0.0001
H -2.0902 -1.7878 -2.0091 0.0 0.0 0.0 0.0009
H -1.1745 -2.3480 0.0478 0.0 0.1 -0.1 0.0002
H -3.4517 -1.0824 1.3952 0.0 0.0 0.0 0.0003
H -2.0920 -1.8774 2.1499 0.0 0.0 0.0 0.0002
H -4.1722 -3.3079 2.1403 0.0 0.0 0.0 0.0003
H -2.8436 -4.0921 1.2636 0.0 0.0 0.0 0.0000
```
Forces are in eV/Å.

The relative energy (zero: lowest compared OMol25 entry of this formula, charge and spin) comes out at 0.0 kJ/mol. Its expectation value of S² is 6.03. The spin multiplicity is 5. The calculated total energy is -2232.8721 Ha. Its net charge is +3. The calculation puts the highest occupied orbital energy (alpha / beta) at -16.7 / -17.9 eV.

Look up the spin multiplicity of the second one.
5